1.
{
  "formula": "C11H24F6NNaO13S5",
  "method": "the ωB97M-V functional and the def2-TZVPD basis",
  "species": ["Na", "C", "F", "F", "F", "S", "O", "O", "N", "S", "O", "O", "C", "F", "F", "F", "O", "S", "O", "O", "C", "C", "C", "H", "H", "H", "H", "H", "H", "H", "H", "O", "S", "O", "O", "C", "C", "C", "H", "H", "H", "H", "H", "H", "H", "H", "O", "S", "O", "O", "C", "C", "C", "H", "H", "H", "H", "H", "H", "H", "H"],
  "coordinates": [[-1.9928, 26.7386, 19.9699], [-5.2464, 27.8132, 17.1409], [-5.8167, 26.6178, 17.3780], [-4.2906, 27.6242, 16.2542], [-6.2335, 28.5240, 16.6675], [-4.5021, 28.5975, 18.7519], [-3.1588, 29.0507, 18.2782], [-5.3959, 29.6184, 19.2401], [-4.2533, 27.1602, 19.8274], [-5.4136, 27.2832, 20.8064], [-5.3793, 28.5357, 21.6055], [-6.7687, 26.9488, 20.4206], [-5.0019, 25.8322, 22.0535], [-5.3486, 26.0602, 23.3273], [-5.5485, 24.6732, 21.6987], [-3.6244, 25.6624, 21.8998], [-1.1512, 26.6755, 17.6289], [-0.5132, 26.6354, 16.3060], [-1.1044, 27.2270, 15.1228], [1.0232, 27.2982, 16.5122], [1.2090, 28.5733, 16.0163], [0.3801, 29.5845, 16.8028], [-0.1078, 24.8897, 15.7998], [0.9736, 28.5956, 14.9523], [2.2971, 28.6282, 15.9812], [0.5973, 29.4721, 17.8649], [-0.6949, 29.4090, 16.7604], [0.5992, 30.6094, 16.5031], [0.5699, 25.0026, 14.9536], [-0.9961, 24.4775, 15.3210], [0.1409, 24.3406, 16.7079], [2.0227, 24.7894, 22.0234], [1.1101, 24.7770, 20.8513], [-0.2420, 25.3041, 21.0049], [1.8842, 25.5145, 19.5183], [2.6234, 26.7137, 19.7133], [2.0427, 27.7950, 20.6537], [1.0588, 23.0651, 20.0971], [2.5954, 27.2543, 18.7672], [3.6651, 26.5974, 20.0124], [2.0521, 28.7751, 20.1770], [2.7842, 27.8797, 21.4481], [1.0469, 27.6842, 21.0829], [2.0140, 22.5749, 20.2851], [0.9639, 23.1813, 19.0175], [0.2316, 22.5555, 20.5911], [-1.3446, 27.8407, 22.2554], [-0.9429, 28.6688, 23.3938], [-1.0592, 30.1149, 23.3120], [-1.7619, 28.1820, 24.8003], [-3.0918, 28.5329, 24.8994], [-3.6047, 28.0340, 26.2501], [0.7463, 28.0341, 23.9631], [-3.7562, 28.3084, 24.0650], [-3.1898, 29.6175, 24.9458], [-3.6523, 26.9463, 26.1980], [-4.5873, 28.4507, 26.4713], [-2.8950, 28.3787, 27.0022], [1.4669, 28.5887, 23.3620], [0.8902, 26.9628, 23.8226], [0.7292, 28.2288, 25.0354]],
  "atomic_forces_ev_per_a": [[0.2, 0.2, 0.2], [-0.8, -1.6, 1.0], [0.7, -0.1, 0.6], [0.2, 0.4, -0.1], [0.1, 1.5, -0.4], [2.9, 0.6, -0.7], [-2.5, -1.6, 1.3], [0.5, -1.4, -0.8], [0.8, 2.4, -4.0], [-4.2, 1.8, 6.0], [0.7, -2.5, -0.7], [1.0, -0.4, -0.8], [0.9, 0.4, -1.3], [0.7, 0.2, -1.0], [0.0, 0.3, -0.1], [-0.9, -0.1, 1.1], [0.9, -0.3, -1.9], [0.6, -0.1, 0.0], [0.3, -0.2, 1.5], [-2.3, -3.4, 0.6], [-0.2, 1.5, -1.3], [0.7, 0.1, 0.4], [-0.7, 1.5, 0.3], [-0.5, 0.1, -0.1], [0.1, 0.8, 0.7], [0.3, 0.2, 0.1], [0.0, -0.1, -0.5], [-0.1, 0.0, 0.0], [0.6, -0.2, 0.6], [-0.4, 0.2, 0.5], [0.5, 0.0, -0.5], [-2.0, 0.2, -2.6], [2.1, -0.1, 0.2], [1.5, -0.5, -0.5], [-1.2, -1.3, 1.9], [-0.6, 2.1, -0.1], [0.7, 0.2, 0.7], [0.3, 1.3, 0.5], [0.2, -0.9, -0.5], [-0.1, -0.9, -0.2], [-0.1, -0.1, -0.3], [-0.4, 0.1, 0.5], [0.1, -0.5, -0.2], [-0.1, 0.2, 0.3], [-0.4, 0.1, 0.2], [0.0, 0.0, -0.2], [0.2, 1.1, 1.1], [-0.4, -1.1, 1.1], [0.5, -1.9, 0.0], [2.9, -0.4, -2.6], [-2.6, 2.0, 0.9], [0.3, -0.3, -0.8], [-1.5, 0.8, -0.1], [0.4, -0.9, -0.3], [0.3, 0.4, 0.0], [-0.1, 0.0, 0.5], [0.0, -0.1, -0.1], [-0.1, -0.2, 0.2], [0.0, 0.1, 0.4], [-0.6, 0.1, -0.4], [0.4, 0.4, -0.2]],
  "homo_ev": -9.20,
  "energy_ha": -4218.730793,
  "e_lumo_ev": -0.39
}

---

2.
{
  "formula": "C48H44N4PPtS2",
  "method": "the ωB97M-V functional and the def2-TZVPD basis",
  "species": ["Pt", "N", "C", "C", "C", "C", "C", "C", "C", "C", "C", "C", "C", "C", "H", "H", "H", "H", "H", "H", "H", "H", "H", "H", "N", "C", "C", "C", "C", "C", "C", "P", "C", "C", "C", "C", "C", "C", "C", "C", "C", "C", "C", "C", "H", "H", "H", "H", "H", "H", "H", "H", "H", "H", "H", "H", "H", "H", "H", "H", "S", "C", "N", "C", "C", "N", "C", "C", "C", "C", "C", "C", "C", "C", "S", "C", "C", "C", "C", "C", "C", "C", "H", "H", "H", "H", "H", "H", "H", "H", "H", "H", "H", "H", "H", "H", "H", "H", "H", "H"],
  "coordinates": [[1.0069, 0.3161, -0.0271], [0.9472, 0.1351, 2.3474], [2.1430, 0.4642, 3.0508], [2.0430, 1.1477, 4.2470], [3.1770, 1.4347, 4.9959], [4.4259, 1.0039, 4.5611], [4.5298, 0.3144, 3.3756], [3.4020, 0.0508, 2.5583], [3.6792, -0.4973, 1.2437], [4.8124, -1.3429, 1.0928], [5.3885, -1.5238, -0.1238], [4.8862, -0.8167, -1.2499], [3.7406, -0.0651, -1.1507], [3.0050, -0.0145, 0.0436], [0.1597, 0.6479, 2.7349], [0.7413, -0.8622, 2.3920], [1.0674, 1.4353, 4.6192], [3.0805, 1.9718, 5.9292], [5.3106, 1.2158, 5.1442], [5.5098, 0.0304, 3.0215], [5.2431, -1.8082, 1.9678], [6.2593, -2.1550, -0.2317], [5.3960, -0.9117, -2.1995], [3.3630, 0.4449, -2.0258], [0.8803, 0.4569, -2.4237], [1.0853, 1.8051, -2.9285], [1.2098, 2.0066, -4.2960], [1.3611, 3.2891, -4.7971], [1.3746, 4.3762, -3.9324], [1.2629, 4.1730, -2.5691], [1.1282, 2.8844, -2.0452], [1.0887, 2.6401, -0.2503], [-0.4524, 3.3451, 0.3654], [-0.5861, 3.6058, 1.7301], [-1.7884, 4.0819, 2.2282], [-2.8582, 4.3064, 1.3691], [-2.7279, 4.0530, 0.0111], [-1.5282, 3.5686, -0.4931], [2.3827, 3.6485, 0.4886], [2.1236, 5.0160, 0.6434], [3.0944, 5.8565, 1.1581], [4.3294, 5.3431, 1.5349], [4.5870, 3.9880, 1.3991], [3.6177, 3.1437, 0.8781], [-0.0701, 0.1513, -2.6217], [1.4934, -0.2095, -2.8855], [1.1798, 1.1597, -4.9700], [1.4627, 3.4408, -5.8626], [1.4830, 5.3790, -4.3200], [1.2967, 5.0287, -1.9068], [0.2570, 3.4686, 2.4000], [-1.8854, 4.3030, 3.2823], [-3.7879, 4.6988, 1.7577], [-3.5529, 4.2524, -0.6591], [-1.4247, 3.3981, -1.5573], [1.1539, 5.4294, 0.3922], [2.8850, 6.9109, 1.2730], [5.0865, 6.0025, 1.9366], [5.5468, 3.5867, 1.6942], [3.8421, 2.0975, 0.7691], [-1.3785, 0.3781, -0.0405], [-1.8080, -1.2559, -0.3014], [-3.1463, -1.4780, -0.6565], [-3.4784, -2.8094, -1.1432], [-2.7994, -3.8356, -0.2658], [-1.3610, -3.5971, -0.2580], [-0.5223, -4.8102, -0.3664], [-0.7117, -5.4504, -1.7149], [-0.3117, -4.7795, -2.8695], [-0.5044, -5.3583, -4.1122], [-1.0944, -6.6142, -4.2099], [-1.4891, -7.2876, -3.0645], [-1.3002, -6.7045, -1.8174], [-0.9010, -2.3476, -0.2265], [0.8138, -2.0739, -0.0771], [-4.2348, -0.5138, -0.5064], [-5.1037, -1.0135, 0.6234], [-6.4089, -1.4320, 0.3854], [-7.1871, -1.8857, 1.4384], [-6.6580, -1.9394, 2.7237], [-5.3521, -1.5330, 2.9624], [-4.5712, -1.0758, 1.9124], [-3.1199, -2.8896, -2.1766], [-4.5594, -2.9273, -1.1262], [-2.9743, -4.8326, -0.6674], [-3.1900, -3.7872, 0.7548], [-0.8325, -5.4874, 0.4312], [0.5124, -4.5289, -0.1821], [0.1719, -3.8111, -2.7913], [-0.1825, -4.8441, -5.0072], [-1.2352, -7.0701, -5.1797], [-1.9389, -8.2678, -3.1375], [-1.5971, -7.2394, -0.9231], [-4.7834, -0.4908, -1.4503], [-3.8237, 0.4752, -0.3206], [-6.8264, -1.3775, -0.6124], [-8.2089, -2.1902, 1.2611], [-7.2696, -2.2951, 3.5408], [-4.9487, -1.5702, 3.9646], [-3.5534, -0.7505, 2.0974]],
  "atomic_forces_ev_per_a": [[-0.2, 0.1, 0.1], [0.0, -0.1, 0.1], [-0.1, 0.1, 0.0], [0.1, 0.0, -0.1], [0.0, 0.0, 0.0], [0.1, 0.0, -0.1], [0.0, 0.0, 0.1], [0.1, -0.1, -0.1], [-0.2, 0.2, -0.1], [0.0, 0.1, 0.0], [0.0, 0.0, -0.1], [0.2, -0.1, 0.1], [-0.3, 0.1, 0.2], [0.4, -0.2, 0.0], [0.0, -0.1, 0.0], [0.1, 0.0, 0.0], [0.0, 0.0, 0.0], [0.0, 0.0, 0.0], [0.0, 0.0, 0.0], [0.0, 0.0, 0.0], [0.0, 0.0, 0.0], [0.0, 0.0, 0.0], [0.0, 0.0, 0.0], [0.0, 0.0, 0.0], [-0.1, 0.0, 0.0], [0.0, 0.0, 0.0], [0.0, 0.0, 0.0], [0.0, 0.0, 0.0], [0.0, 0.0, 0.0], [0.0, 0.0, 0.0], [0.1, 0.0, 0.0], [0.1, -0.1, 0.0], [-0.1, 0.0, -0.2], [0.0, -0.1, 0.1], [0.0, 0.0, 0.0], [0.0, 0.0, 0.0], [0.0, 0.0, 0.1], [0.0, 0.1, 0.0], [-0.1, 0.2, 0.1], [-0.1, 0.0, 0.1], [0.0, 0.0, 0.0], [0.0, 0.0, 0.0], [0.0, 0.0, 0.0], [0.1, 0.1, 0.0], [0.1, 0.0, 0.0], [0.0, 0.0, 0.0], [0.0, 0.0, 0.0], [0.0, 0.0, 0.0], [0.0, 0.0, 0.0], [0.0, 0.0, 0.0], [0.0, 0.0, 0.0], [0.0, 0.0, 0.0], [0.0, 0.0, 0.0], [0.0, 0.0, 0.0], [0.0, 0.0, 0.0], [0.0, 0.0, 0.0], [0.0, 0.0, 0.0], [0.0, 0.0, 0.0], [0.0, 0.0, 0.0], [0.0, -0.1, 0.0], [0.1, 0.1, 0.0], [-0.1, -0.2, 0.1], [0.2, 0.0, -0.1], [-0.1, 0.1, 0.0], [0.0, 0.0, 0.0], [0.1, 0.0, 0.0], [0.1, 0.1, 0.1], [0.0, -0.1, 0.0], [0.0, 0.0, 0.0], [0.0, 0.0, 0.0], [0.0, 0.0, 0.0], [0.0, 0.0, 0.0], [0.0, 0.0, 0.0], [-0.1, 0.0, 0.0], [0.0, 0.0, 0.0], [0.0, 0.0, 0.0], [0.0, 0.1, 0.0], [0.0, 0.0, 0.0], [0.0, 0.0, 0.0], [0.0, 0.0, 0.0], [0.0, 0.0, 0.0], [0.0, 0.0, 0.0], [0.0, 0.0, 0.0], [0.0, 0.0, 0.0], [0.0, 0.0, 0.0], [0.0, 0.0, 0.0], [0.0, 0.0, 0.0], [0.0, 0.0, 0.0], [0.0, 0.0, 0.0], [0.0, 0.0, 0.0], [0.0, 0.0, 0.0], [0.0, 0.0, 0.0], [0.0, 0.0, 0.0], [0.0, 0.0, 0.0], [0.0, 0.0, 0.0], [0.0, 0.0, 0.0], [0.0, 0.0, 0.0], [0.0, 0.0, 0.0], [0.0, 0.0, 0.0], [0.0, 0.0, 0.0]],
  "total_charge": 3,
  "homo_ev": [-15.05, -15.37],
  "energy_ha": -3330.676450,
  "e_lumo_ev": [-7.62, -11.17],
  "s2": 6.0463,
  "multiplicity": 5
}

---

3.
{
  "formula": "C33H60Br2F3NO18S3",
  "method": "the ωB97M-V functional and the def2-TZVPD basis",
  "species": ["C", "C", "C", "O", "O", "C", "C", "N", "C", "C", "O", "C", "O", "C", "C", "O", "C", "C", "C", "C", "C", "C", "C", "C", "C", "C", "C", "C", "O", "C", "C", "C", "C", "F", "Br", "C", "F", "F", "Br", "H", "H", "H", "H", "H", "H", "H", "H", "H", "H", "H", "H", "H", "H", "H", "H", "H", "H", "H", "H", "H", "H", "H", "H", "H", "H", "H", "H", "H", "H", "H", "H", "H", "H", "H", "H", "H", "H", "H", "H", "H", "H", "H", "H", "H", "H", "H", "H", "C", "C", "O", "S", "O", "O", "O", "H", "H", "H", "H", "C", "C", "O", "S", "O", "O", "O", "H", "H", "H", "H", "C", "C", "O", "S", "O", "O", "O", "H", "H", "H", "H"],
  "coordinates": [[2.6812, -1.8131, 3.3169], [3.3204, -2.5214, 2.1019], [3.6719, -1.6508, 0.9151], [4.0782, -2.1337, -0.1136], [3.5550, -0.3186, 1.1085], [2.8398, 0.4462, 0.0829], [1.5447, 1.0347, 0.6687], [1.5114, 2.4658, 0.8906], [2.0026, 2.8664, 2.1975], [3.3578, 2.3451, 2.6582], [4.3769, 2.5670, 1.6671], [5.5085, 1.8515, 1.9549], [6.1152, 1.9443, 2.9777], [1.9152, 3.3388, -0.1967], [0.9916, 3.4877, -1.4392], [0.3344, 4.7379, -1.3222], [-1.0480, 4.8589, -1.0048], [-1.6333, 3.7442, -0.1230], [-3.0562, 4.0398, 0.3842], [-3.4697, 3.0389, 1.4881], [-3.2678, 1.5302, 1.1881], [-4.0766, 0.7334, 2.2441], [-5.5903, 0.4342, 2.0814], [-6.2614, -0.1656, 0.8189], [-5.6334, -1.4041, 0.1621], [-6.6074, -1.9309, -0.9193], [-6.0974, -3.1124, -1.7747], [-5.4519, -2.7122, -3.0917], [-5.6438, -3.7439, -4.0457], [-5.2486, -3.3285, -5.3281], [-1.8747, 5.2143, -2.2475], [-1.7556, 4.2263, -3.4085], [-2.9662, 4.3453, -4.3083], [-3.1790, 5.6587, -4.6296], [-2.6394, 3.4326, -6.0056], [-4.2960, 3.8665, -3.6729], [-5.2009, 3.5777, -4.6325], [-4.8393, 4.8417, -2.9357], [-4.0809, 2.2835, -2.5931], [2.4801, -0.7598, 3.1446], [3.2986, -1.9093, 4.2076], [1.7260, -2.2739, 3.5563], [2.6916, -3.3439, 1.7722], [4.2490, -2.9819, 2.4454], [2.5945, -0.2113, -0.7471], [3.5514, 1.1988, -0.2377], [0.7261, 0.7623, -0.0085], [1.2952, 0.5547, 1.6150], [1.2742, 2.5724, 2.9623], [2.0375, 3.9564, 2.2361], [3.6366, 2.8933, 3.5625], [3.2994, 1.2953, 2.9523], [5.8159, 1.1724, 1.1486], [2.9411, 3.1626, -0.5450], [1.9074, 4.3481, 0.2137], [1.6764, 3.5750, -2.2869], [0.3617, 2.6249, -1.6550], [-1.1076, 5.7755, -0.4079], [-1.6411, 2.7891, -0.6509], [-1.0060, 3.6649, 0.7670], [-3.8162, 4.0445, -0.3947], [-2.9833, 5.0279, 0.8503], [-2.9773, 3.3309, 2.4171], [-4.5459, 3.1511, 1.6588], [-3.4883, 1.2877, 0.1534], [-2.2171, 1.2858, 1.3730], [-3.5322, -0.1720, 2.5173], [-4.0304, 1.3810, 3.1256], [-5.8621, -0.2537, 2.8862], [-6.0921, 1.3818, 2.2924], [-6.3685, 0.6381, 0.0841], [-7.2729, -0.4600, 1.1029], [-5.4912, -2.1738, 0.9258], [-4.6419, -1.1983, -0.2533], [-7.5142, -2.2691, -0.4248], [-6.9178, -1.1338, -1.5952], [-5.4268, -3.7390, -1.1900], [-6.9424, -3.7481, -2.0492], [-5.9165, -1.7978, -3.4650], [-4.3765, -2.5097, -2.9732], [-5.0103, -4.1883, -5.9513], [-4.3598, -2.6894, -5.2928], [-6.0306, -2.7479, -5.8330], [-2.8985, 5.4377, -1.9589], [-1.4477, 6.1566, -2.5938], [-1.6283, 3.1937, -3.0994], [-0.9087, 4.5232, -4.0243], [-7.3174, -6.0959, 1.3239], [-8.3992, -5.9401, 2.3738], [-8.0114, -4.7701, 3.1080], [-7.2837, -3.7361, 2.1257], [-8.2345, -2.7739, 1.7027], [-6.0466, -3.3735, 2.7159], [-7.0181, -4.7524, 0.9186], [-6.4126, -6.5401, 1.7426], [-7.6445, -6.6770, 0.4663], [-8.4644, -6.7939, 3.0417], [-9.3750, -5.7552, 1.9200], [8.0643, -3.5801, -0.8312], [6.9998, -3.3842, 0.2201], [6.9235, -4.6547, 0.8944], [8.3707, -5.3355, 0.9148], [8.9932, -5.0765, 2.1650], [8.2500, -6.6572, 0.4126], [9.0567, -4.4026, -0.1865], [7.6772, -4.1244, -1.6960], [8.5032, -2.6348, -1.1486], [6.0363, -3.1173, -0.2010], [7.2997, -2.6267, 0.9498], [12.3515, -0.1406, 0.2360], [12.0483, 1.2326, -0.3272], [10.7329, 1.0984, -0.8875], [9.8827, 0.0634, -0.0152], [9.0627, 0.7694, 0.8988], [9.3293, -0.9084, -0.8947], [11.1021, -0.5830, 0.7853], [12.6506, -0.8392, -0.5474], [13.1105, -0.1188, 1.0126], [12.7515, 1.5375, -1.0965], [12.0127, 1.9907, 0.4573]],
  "atomic_forces_ev_per_a": [[-0.2, -0.3, -0.1], [0.2, 0.6, 1.0], [0.3, -0.5, -0.2], [-0.4, 0.4, 0.0], [-0.7, -0.2, -0.1], [0.4, -0.4, 0.4], [-0.2, 0.2, -0.5], [-0.1, 0.0, 0.2], [0.2, 0.3, 0.0], [-0.2, 0.6, 0.8], [-0.1, -0.9, -0.2], [0.3, 0.3, 0.1], [-0.3, -0.1, 0.0], [0.0, 0.1, -0.2], [0.9, 0.1, 0.6], [-0.5, -0.1, -0.4], [-0.8, 0.1, 0.4], [-0.3, 0.2, -0.4], [0.7, -0.3, 0.6], [-0.5, 0.0, -0.9], [0.0, 0.5, 1.1], [0.0, -0.2, -0.3], [-0.1, -0.1, -0.1], [0.8, 0.4, 0.0], [-0.5, 0.2, -0.2], [0.5, -0.5, -0.1], [-0.2, 0.1, 0.0], [0.1, 0.0, 0.2], [0.2, -0.1, 0.1], [0.1, 0.3, -0.4], [0.8, 0.1, 0.2], [-0.2, 0.5, -0.2], [0.2, 0.0, -0.2], [0.0, 0.1, 0.0], [-0.1, -0.2, 0.3], [-0.6, -0.4, -0.7], [0.1, 0.1, 0.2], [0.1, 0.0, 0.2], [-0.2, -0.3, 0.0], [0.1, 0.0, -0.1], [0.1, 0.1, 0.0], [-0.1, -0.1, 0.0], [0.0, 0.0, -0.4], [0.1, -0.1, -0.3], [0.2, -0.1, 0.0], [-0.2, 0.2, -0.2], [0.0, 0.1, -0.1], [0.2, -0.2, 0.0], [0.1, -0.1, 0.0], [-0.1, 0.0, -0.1], [-0.1, 0.0, 0.0], [0.2, -0.1, -0.4], [0.0, 0.3, -0.2], [0.0, -0.2, 0.1], [0.2, 0.0, 0.0], [-0.2, 0.1, -0.1], [-0.3, 0.1, 0.3], [0.2, -0.1, 0.2], [0.2, -0.1, 0.0], [0.2, -0.3, -0.1], [0.2, 0.1, -0.1], [-0.5, 0.1, -0.1], [0.1, -0.3, 0.1], [0.0, 0.2, 0.1], [-0.2, -0.1, -0.2], [0.0, 0.0, -0.3], [-0.1, -0.2, -0.2], [0.1, -0.3, 0.2], [0.1, 0.2, 0.3], [-0.3, -0.1, 0.0], [0.0, -0.1, -0.2], [-0.1, 0.2, 0.1], [0.1, 0.1, -0.2], [0.0, 0.1, -0.1], [0.0, 0.2, 0.1], [0.1, 0.2, 0.0], [0.1, -0.1, 0.1], [-0.1, 0.0, 0.0], [-0.1, 0.2, 0.0], [-0.1, 0.0, -0.1], [-0.1, -0.2, 0.1], [0.1, -0.1, 0.1], [-0.1, 0.0, 0.1], [0.0, -0.2, 0.1], [-0.2, 0.1, -0.1], [0.0, 0.0, 0.0], [0.1, -0.2, 0.0], [0.2, -0.3, 0.2], [-0.3, 0.0, -0.3], [0.3, -0.2, -0.1], [-0.2, -0.6, 0.3], [0.1, 0.2, 0.0], [-0.1, 0.1, 0.2], [-0.3, 0.1, 0.1], [0.0, 0.0, 0.0], [0.0, 0.2, -0.1], [0.1, 0.1, 0.2], [0.0, 0.0, 0.0], [-0.2, 0.0, -0.5], [0.2, 0.4, 0.1], [0.1, -0.2, -0.2], [-0.1, 0.3, -0.1], [0.1, -0.1, 0.0], [0.0, -0.1, 0.1], [-0.1, 0.1, 0.2], [0.0, 0.0, 0.1], [0.0, -0.5, 0.2], [-0.1, -0.3, 0.1], [0.0, 0.0, 0.0], [0.2, -0.1, -0.3], [0.1, 0.2, 0.4], [0.0, -0.3, -0.1], [0.3, 0.1, 0.0], [-0.2, -0.1, 0.0], [0.1, 0.5, 0.0], [-0.1, 0.3, 0.0], [0.0, 0.0, 0.0], [-0.2, 0.0, 0.2], [-0.2, 0.0, -0.2], [0.0, 0.0, 0.0]],
  "homo_ev": -8.62,
  "smiles": "CCC(=O)OCCN(CCOC=O)CCO[C@H](CCCCCCCCCCCOC)CC[C@@](F)(Br)C(F)(F)Br.O=S1(=O)OCCO1.O=S1(=O)OCCO1.O=S1(=O)OCCO1",
  "energy_ha": -9344.529035,
  "e_lumo_ev": 0.32
}